{"formula": "C25H44O2P2Re", "method": "ωB97M-V with the def2-TZVPD basis set", "species": ["Re", "C", "C", "C", "C", "C", "C", "H", "H", "H", "C", "H", "H", "H", "C", "H", "H", "H", "C", "H", "H", "H", "C", "H", "H", "H", "C", "C", "C", "C", "C", "C", "C", "C", "H", "H", "H", "H", "H", "H", "H", "H", "H", "H", "H", "H", "P", "C", "C", "P", "C", "C", "C", "H", "H", "H", "H", "H", "H", "H", "H", "H", "H", "H", "H", "H", "H", "C", "O", "C", "O", "H", "H", "H"], "coordinates": [[0.26907, -0.30792, 0.98888], [2.01069, 0.02535, 2.26762], [1.10556, 1.15720, 2.34354], [-0.02370, -0.73119, 3.10193], [1.31094, -1.14190, 2.71141], [-0.13833, 0.68981, 2.88218], [3.48200, 0.05219, 1.97943], [3.77473, 0.95831, 1.43602], [3.76683, -0.83879, 1.40175], [4.07093, 0.03214, 2.90991], [1.93438, -2.47600, 2.90066], [2.67107, -2.65643, 2.11780], [1.17855, -3.25869, 2.90403], [2.47328, -2.51094, 3.85060], [-1.04101, -1.50620, 3.87174], [-0.91161, -1.35220, 4.95309], [-0.93047, -2.57591, 3.67290], [-2.06166, -1.18281, 3.62565], [-1.24864, 1.55881, 3.40255], [-1.16207, 1.76513, 4.47470], [-2.21505, 1.06500, 3.26573], [-1.23323, 2.52912, 2.89950], [1.47473, 2.61890, 2.24329], [1.69502, 3.06977, 3.22737], [0.63485, 3.18454, 1.82215], [2.35768, 2.76657, 1.61906], [0.03503, -0.42481, -3.32528], [1.19372, 0.30045, -2.98813], [1.32302, 1.75924, -3.46833], [0.09135, 2.64279, -3.28515], [-0.86371, 2.24151, -2.19593], [-2.04619, 1.53424, -2.38306], [-2.29582, 0.60735, -3.48814], [-1.05868, 0.00155, -4.21519], [1.57535, 1.77921, -4.54052], [-0.43882, 2.70546, -4.25562], [2.19696, 2.20074, -2.97273], [-0.75058, 0.69364, -5.01193], [0.06053, -1.50521, -3.14277], [2.18335, -0.16784, -3.16450], [-1.46579, -0.89909, -4.69723], [-2.92578, -0.20203, -3.08334], [-2.96872, 1.78664, -1.83925], [-2.90129, 1.10294, -4.25977], [0.48416, 3.64840, -3.03934], [-0.75295, 2.83739, -1.29463], [1.64058, -0.35127, -1.11306], [2.22031, -1.97323, -1.68351], [2.48697, 1.21021, -0.89261], [-2.01170, 0.38204, 0.39531], [-0.52709, 0.10477, -0.79590], [-2.43234, 2.13936, 0.61942], [-3.43902, -0.58526, -0.16539], [1.44269, -2.74592, -1.62128], [3.09101, -2.30389, -1.10824], [2.51998, -1.83546, -2.73632], [1.82929, 2.01080, -1.24839], [3.38075, 1.09594, -1.51078], [2.77190, 1.48686, 0.10843], [-3.76629, -0.18145, -1.13773], [-4.23481, -0.48661, 0.59378], [-3.20984, -1.65515, -0.27656], [-0.85519, -0.71986, -1.41881], [-0.20337, 1.03414, -1.31270], [-2.83374, 2.24674, 1.62680], [-3.17323, 2.46160, -0.11236], [-1.54320, 2.76769, 0.53603], [-1.20646, -4.54525, 1.37865], [-0.68974, -3.21738, 1.66534], [-0.48480, -2.43775, 0.56730], [-0.70386, -2.89826, -0.54913], [-1.18251, -5.08799, 2.33410], [-0.56005, -5.03572, 0.62855], [-2.24589, -4.45611, 1.00640]], "lowdin_spin": [1.448, 0.015, 0.078, 0.034, 0.031, 0.014, 0.001, 0.000, 0.001, -0.001, 0.009, 0.000, 0.001, 0.003, 0.007, 0.003, 0.001, 0.000, 0.001, -0.001, 0.000, 0.000, 0.025, 0.006, 0.002, 0.000, 0.516, 0.065, -0.004, -0.002, -0.006, 0.077, 0.048, 0.078, -0.002, 0.000, 0.000, 0.012, 0.018, 0.028, 0.006, 0.002, 0.002, 0.006, 0.000, -0.001, 0.123, 0.013, 0.030, 0.021, 0.114, 0.005, 0.004, 0.000, 0.004, 0.002, 0.004, 0.004, 0.005, -0.001, 0.001, 0.000, 0.018, 0.024, 0.000, 0.001, 0.001, 0.001, 0.006, 0.047, 0.048, 0.000, 0.000, 0.001], "charge": 2, "total_energy_ev": -51419.743, "relative_energy_ev": 2.711, "spin_multiplicity": 4}